26
Properties=species:S:1:pos:R:3:forces:R:3:lowdin_charge:R:1 method="wB97M-V/def2-TZVPD" lumo_ev=0.58 smiles="C=NC[C@](I)(CC)C(C)C" de_lowest_ev=0.000
C 0.86437 3.19067 -1.73057 -2.92 4.88 -1.42 -0.085
C 1.35789 -0.49998 2.03379 -0.62 0.14 0.92 -0.133
C -2.44607 0.02721 -0.38168 2.39 1.91 1.30 -0.111
C -0.81729 -1.98019 -0.24847 2.15 2.36 1.08 -0.028
C 1.35481 0.06776 0.63247 -0.68 1.87 1.00 -0.332
C 0.11316 1.15504 -1.20114 -2.08 -1.70 -0.22 -0.346
C -1.23980 -0.56168 0.28905 3.07 -0.28 1.10 -0.441
C -0.02775 0.46768 0.15953 0.08 0.14 -0.38 -0.671
N 1.13909 2.07539 -1.35839 2.10 -1.66 1.73 -0.045
I -0.67203 2.13250 1.49436 0.39 0.34 0.28 0.952
H 1.54643 4.04055 -1.74321 0.49 -0.41 -0.25 0.074
H -0.22390 3.53557 -2.01154 1.54 -0.77 0.47 0.116
H 1.55769 -1.57888 1.93990 0.04 0.38 0.67 0.078
H 2.07311 0.03806 2.67610 0.00 -0.63 -0.21 0.078
H 0.36008 -0.33557 2.54499 1.14 -0.41 -0.56 0.042
H -2.29971 0.02736 -1.43855 -0.28 -0.11 -0.77 0.074
H -2.37351 1.08052 0.02472 -1.40 -1.04 -0.82 -0.004
H -3.24229 -0.53012 -0.05413 -2.48 -0.84 0.40 0.058
H -1.03306 -2.01069 -1.28026 -0.39 -0.42 -1.24 0.055
H 0.32783 -2.06266 -0.14789 -1.88 -0.39 0.05 0.094
H -1.34852 -2.69618 0.32518 -0.26 -1.02 0.24 0.064
H 1.80674 -0.61873 -0.02158 0.43 -0.98 -1.24 0.091
H 1.92702 1.00910 0.49473 0.02 -0.74 0.48 0.098
H 0.32679 0.44844 -1.98259 -0.14 -1.21 -0.23 0.137
H -0.89678 1.51143 -1.38624 0.01 0.77 -0.59 0.076
H -1.27868 -0.61551 1.43979 -0.73 -0.19 -1.80 0.110